The following is a quantum chemistry calculation of 13 unconnected molecules or ions with the total composition C43H63Cl9O20 in a non-equilibrium geometry, from the OMol25 dataset.

Last column: Mulliken charge in e.
CARTESIAN COORDINATES (ANGSTROEM)
O: -3.107556 -1.031459 1.505066  -0.474
C: -4.232281 -1.075862 1.057947  0.107
O: -5.030581 -2.131147 1.338233  -0.362
C: -6.364724 -1.874553 0.876936  -0.779
C: -6.193599 -1.068974 -0.339054  -0.240
C: -5.009270 -0.151746 0.045460  0.535
H: -6.832930 -1.392444 1.681243  0.443
H: -6.880443 -2.820820 0.825563  0.336
H: -7.136525 -0.521084 -0.488765  0.277
H: -5.826460 -1.582336 -1.196658  0.147
H: -5.325543 0.782410 0.547533  0.309
H: -4.334365 0.105425 -0.728907  -0.505
O: 4.219636 4.419456 1.279459  -0.684
C: 4.556931 4.070368 0.150251  0.575
O: 4.970102 4.950477 -0.769961  -0.382
C: 5.126813 4.229236 -2.039260  -0.489
C: 5.342089 2.788712 -1.661913  -0.467
C: 4.497634 2.681549 -0.414424  0.489
H: 6.003416 4.597165 -2.567580  0.380
H: 4.197306 4.339871 -2.611646  0.229
H: 6.342991 2.482864 -1.406460  0.369
H: 4.999247 2.143575 -2.495795  0.192
H: 4.706427 1.929809 0.329614  0.145
H: 3.429733 2.550149 -0.645954  -0.396
O: -4.718582 -4.542422 -1.005477  -0.546
C: -3.791685 -4.372232 -1.717880  0.327
O: -2.800686 -5.307281 -1.966814  -0.455
C: -1.675456 -4.659543 -2.586774  0.196
C: -2.404404 -3.662868 -3.539222  -0.095
C: -3.537307 -3.218020 -2.671774  0.661
H: -1.113322 -5.362051 -3.168880  0.536
H: -1.022111 -4.125034 -1.876580  -0.304
H: -2.812668 -4.181010 -4.442058  0.198
H: -1.797138 -2.819634 -3.839268  -0.212
H: -4.475895 -2.962848 -3.227538  0.523
H: -3.261352 -2.318785 -2.166464  -0.652
O: -5.353012 0.429388 3.870359  -0.586
C: -4.232130 0.732700 4.040496  0.385
O: -3.755528 2.008104 3.804684  -0.420
C: -2.312444 1.951634 3.972762  0.272
C: -1.968366 0.780253 4.869782  -0.206
C: -3.196147 -0.087015 4.723135  0.677
H: -2.028524 2.925417 4.342381  0.390
H: -1.906274 1.886107 2.970914  -0.452
H: -1.894503 1.058629 5.916546  0.311
H: -1.061671 0.324391 4.539568  0.019
H: -3.659544 -0.519087 5.628859  0.437
H: -3.134727 -0.964308 4.084581  -0.738
O: 3.327464 0.888886 -4.106468  -0.696
C: 2.252752 0.599193 -4.613966  0.463
O: 1.483200 -0.245874 -3.952054  -0.061
C: 0.231572 -0.487461 -4.606537  0.674
C: 0.090042 0.650805 -5.665365  -0.645
C: 1.535829 1.122051 -5.846228  -0.690
H: -0.590057 -0.522567 -3.884662  -0.905
H: 0.307522 -1.426463 -5.077492  0.625
H: -0.514293 1.465578 -5.260812  0.265
H: -0.277794 0.262116 -6.610529  0.429
H: 1.695462 2.200533 -6.038895  0.300
H: 1.968296 0.637333 -6.700183  0.314
O: -0.326730 -1.373323 2.447331  -0.103
C: -0.900586 -2.352173 2.099748  -0.177
O: -0.722507 -2.871465 0.827290  0.354
C: -1.327066 -4.164826 0.729770  -0.051
C: -1.593113 -4.763006 2.122078  -0.979
C: -1.735889 -3.441809 2.931482  -0.621
H: -0.663550 -4.851733 0.249914  0.484
H: -2.143402 -4.049689 0.029963  -0.170
H: -0.691774 -5.330298 2.450241  0.305
H: -2.408765 -5.463086 2.152663  0.439
H: -1.436763 -3.362129 3.972981  0.536
H: -2.785027 -3.160190 2.945384  0.128
O: 4.537384 -3.497120 2.078031  -0.511
C: 4.027887 -3.190067 3.115741  0.391
O: 4.403682 -3.691475 4.332215  -0.416
C: 3.667819 -3.207689 5.413404  -0.463
C: 2.954348 -1.988090 4.927703  -0.470
C: 2.795645 -2.195051 3.431322  1.039
H: 4.334758 -2.979182 6.283597  0.330
H: 2.939024 -3.941434 5.709282  0.259
H: 3.491610 -1.020688 5.215353  0.130
H: 2.018060 -1.800919 5.442498  0.345
H: 2.896172 -1.258576 2.858436  -0.339
H: 1.911094 -2.737354 3.106976  -0.368
O: -2.369609 0.352647 -2.256367  -0.511
C: -1.271207 0.499547 -1.729475  -0.596
O: -0.420319 1.513802 -2.108407  -0.586
C: 0.735659 1.551397 -1.265051  0.965
C: 0.404661 0.792348 -0.018114  0.521
C: -0.703764 -0.199551 -0.547389  2.374
H: 0.888290 2.628178 -1.158372  -0.757
H: 1.569682 1.217570 -1.811439  -0.287
H: 0.008181 1.457336 0.735710  0.009
H: 1.298788 0.277502 0.349968  0.163
H: -1.434037 -0.384323 0.158675  -0.665
H: -0.344113 -1.216199 -0.852917  -0.647
O: 1.324106 -3.532214 -2.777984  -0.479
C: 2.380600 -3.200091 -2.276737  0.321
O: 3.542514 -3.855286 -2.527094  -0.398
C: 4.442986 -3.425506 -1.558968  -0.545
C: 4.064314 -2.047431 -1.008718  -0.418
C: 2.576612 -2.057198 -1.268974  2.105
H: 5.461382 -3.442716 -2.039330  0.383
H: 4.469449 -4.081438 -0.633144  0.191
H: 4.489275 -1.265369 -1.654855  0.200
H: 4.373559 -1.911001 0.044305  0.256
H: 2.184129 -1.102307 -1.629442  -1.197
H: 2.078446 -2.220820 -0.314729  -0.343
O: 1.462793 4.592176 -0.946124  -0.604
C: 1.377465 5.351429 -0.046474  0.338
O: 1.718096 6.666426 -0.159440  -0.466
C: 1.611528 7.295662 1.138333  -0.554
C: 0.685955 6.462981 1.970481  -0.568
C: 0.889692 5.103994 1.396692  1.014
H: 1.197552 8.287640 1.066104  0.383
H: 2.677549 7.268131 1.461204  0.263
H: -0.338984 6.827178 1.876428  0.204
H: 0.886888 6.592951 3.071878  0.312
H: -0.039520 4.496050 1.400480  -0.300
H: 1.691429 4.532439 1.954797  -0.209
C: -2.324369 3.843860 -0.770133  0.342
Cl: -2.521228 5.189269 0.386837  -0.143
Cl: -3.644769 3.884653 -1.904636  -0.119
Cl: -2.308717 2.356783 0.235074  0.029
H: -1.371476 3.902374 -1.338542  -0.081
C: 3.970409 1.948086 3.026653  0.233
Cl: 4.195092 2.673844 4.699422  -0.160
Cl: 2.273020 1.585470 2.764276  0.120
Cl: 5.110773 0.553801 2.973574  -0.103
H: 4.429224 2.674395 2.329177  -0.155
C: -3.974828 0.357015 -4.742326  1.670
Cl: -3.968391 1.784837 -5.707069  -0.134
Cl: -3.900388 -1.176433 -5.609132  -0.153
Cl: -5.398461 0.380525 -3.656849  -0.172
H: -3.092797 0.347706 -4.058318  -1.208

Cartesian forces, eV/Å:
-0.7 0.6 -0.4
-0.8 -0.3 -0.6
0.9 0.1 0.4
0.8 -1.7 0.4
-0.1 2.2 0.0
-0.2 -0.4 2.1
-0.9 1.3 1.0
0.1 -0.5 -0.6
0.5 -0.1 -0.6
-0.5 -0.9 -0.7
0.2 -0.5 0.0
0.5 0.2 -1.0
0.6 -0.3 -1.5
-0.6 0.9 1.6
0.0 -0.6 -0.4
0.5 0.2 0.2
-0.9 -1.4 -0.5
-1.1 0.2 -0.1
-0.3 0.5 0.0
0.3 0.2 0.1
0.6 0.4 -0.2
0.1 0.2 0.5
0.5 -0.3 0.1
0.1 0.0 -0.2
-0.5 -0.4 0.9
0.9 0.0 -2.0
0.0 0.0 1.3
-0.9 1.2 -1.3
0.3 -0.7 -0.4
-1.5 0.3 -0.4
0.3 -0.6 0.1
-0.4 -0.4 -0.2
0.6 0.2 0.6
0.3 0.0 -0.2
0.7 -0.4 0.5
0.1 0.7 0.8
-2.1 -0.5 -0.9
1.1 1.8 1.2
0.3 -1.3 0.0
-0.5 1.1 -0.5
-0.8 0.0 0.3
-0.5 -1.5 -0.1
0.2 0.2 0.4
0.3 -0.4 -0.2
0.3 0.3 0.0
0.6 -0.5 -0.1
0.4 0.6 -0.1
0.7 -0.1 -0.3
-0.9 0.0 -1.3
1.5 1.3 1.3
-0.9 -0.7 0.5
-0.3 1.3 -0.5
0.4 -0.1 0.7
0.2 0.3 0.1
0.4 0.1 -0.1
0.0 -1.3 -0.6
-0.2 -0.2 -0.2
-0.5 0.2 0.1
-0.2 -0.6 0.5
0.4 -0.4 -0.5
-0.1 0.6 0.3
-0.5 -2.8 -0.2
0.0 0.0 1.4
-0.1 -0.6 -0.5
1.4 1.6 0.6
0.1 0.9 -0.6
0.8 -0.1 -0.6
-0.7 -0.1 0.6
-0.5 0.4 -0.3
-0.6 0.1 0.0
0.4 -0.5 0.0
-0.1 0.3 -0.3
-0.2 0.1 0.5
-1.5 1.3 1.1
1.3 -0.7 -1.4
0.1 0.6 1.4
-0.3 2.5 0.4
2.0 -0.4 -0.7
-0.4 -0.4 -0.9
-0.2 -0.6 0.2
-0.1 -1.3 -0.9
-0.4 -0.5 0.0
-0.1 -0.6 0.1
-0.2 0.1 0.2
1.8 -0.1 0.4
-0.7 1.3 -0.4
-1.5 -1.4 -0.6
-0.6 2.0 0.0
-0.1 -1.6 -0.6
2.4 0.0 -0.8
0.2 -0.3 0.6
1.1 -1.0 -0.7
0.0 -0.2 0.3
-0.4 0.0 0.1
-1.6 -0.3 1.4
0.1 0.9 0.1
1.2 0.4 0.3
-2.0 -0.1 -0.3
-1.6 0.6 0.1
3.5 -0.4 2.0
0.4 0.6 -1.1
0.0 0.1 0.5
-0.9 0.0 0.6
-0.1 0.1 -1.3
0.2 -0.1 0.4
-0.2 -0.1 -0.7
0.0 -0.3 -0.3
-0.5 -0.6 -0.2
0.2 -1.0 -1.3
-0.3 1.8 2.1
-0.8 -0.6 -0.1
1.5 0.1 -0.1
-0.2 0.6 1.7
0.2 -1.9 0.2
0.4 0.5 -0.5
-0.9 0.5 0.4
-0.1 -0.2 -0.4
0.1 -0.4 -1.1
0.7 0.2 -0.1
-0.7 0.5 -0.8
0.4 -0.1 0.5
0.3 0.1 -0.4
-0.1 -0.3 -0.2
-0.5 0.6 -0.3
-0.6 0.1 0.7
1.5 0.5 1.3
-0.4 -0.2 -0.9
0.7 -0.1 -0.2
-0.7 0.0 -0.3
-1.1 -0.2 0.4
0.6 -0.5 1.9
0.1 0.3 -0.7
-0.1 0.1 -0.5
0.1 -0.1 -0.2
-0.9 0.3 -0.7

* lowest unoccupied orbital energy: 0.38 eV
* multiplicity: 1
* strongest force on any atom: 4.1 eV/Å
* ΔE to the lowest compared entry with this formula, charge and spin: 0.965 eV
* HOMO level: -10.22 eV